No. 1
One molecule with the formula C12H18S in a non-equilibrium geometry, computed with wB97M-V/def2-TZVPD.

Geometry as XYZ:
```
31
Properties=species:S:1:pos:R:3:forces:R:3:lowdin_charge:R:1
H 1.8603 0.0311 -2.9574 -0.74 0.89 0.87 0.13
C -0.3816 -1.9129 1.0554 -1.37 1.17 2.97 -0.02
C -1.4786 -0.5684 3.3762 -3.03 1.51 1.48 -0.14
C 1.1660 0.2344 -0.0259 -0.12 -0.23 -1.79 -0.15
C 1.7258 1.2949 -1.0700 -2.97 -0.65 0.69 -0.22
H 0.3316 1.0017 -2.6522 0.36 -0.10 -0.27 0.10
H -0.2279 -2.4878 0.1796 0.99 -0.64 -0.55 0.11
C -1.7668 0.2578 2.1943 3.03 -2.59 -2.76 -0.67
H 1.2811 0.6580 0.9481 0.13 0.14 0.83 0.10
H 2.6887 1.4380 -0.7458 2.96 0.04 -0.23 0.07
H 0.9301 -2.8075 2.5813 -1.48 0.08 -0.60 0.12
H 3.2025 1.9576 -3.3274 -0.86 0.57 0.56 0.08
H 1.3236 2.3255 -0.8969 -0.37 -0.84 0.19 0.12
H -0.5420 -2.1465 4.4096 -0.03 -0.21 0.75 0.10
C -0.6605 -1.6285 3.4904 -0.22 1.15 -1.64 -0.08
H -3.1535 -1.3741 0.8380 -0.47 0.01 0.01 0.09
C -1.2125 -0.6564 0.7216 0.29 0.06 2.45 -0.44
C -2.5097 -0.9191 0.0893 -2.16 -2.38 -1.36 -0.11
H 1.7868 -0.7201 -0.0900 -0.75 1.19 0.10 0.13
C 2.0899 2.1105 -3.3585 0.85 -0.02 -2.76 -0.15
C -0.3412 -0.0299 -0.3266 2.53 0.81 1.64 -0.21
H -0.7254 0.9098 -0.5302 -1.09 2.05 -0.58 0.09
H 1.7826 3.1336 -3.0586 0.38 -0.62 -0.07 0.07
C 0.0165 -2.1884 2.3402 1.44 -0.52 -1.55 -0.08
C 1.4258 1.0025 -2.5488 1.08 -0.35 -0.22 -0.28
H -3.0558 -0.0864 -0.3662 0.48 0.29 0.41 0.09
H 1.9683 2.0393 -4.5266 -0.44 0.04 2.12 0.10
S -2.4465 1.7006 2.0240 -0.07 -0.18 0.31 0.73
H -2.4812 -1.7015 -0.7370 0.38 0.77 0.80 0.11
H -2.2406 -0.2875 4.1946 1.76 -0.46 -0.73 0.12
H -0.3560 -0.5804 -1.2245 -0.48 -0.98 -1.05 0.10
```
Positions in Å, forces in eV/Å.

Results
Molecular weight (g/mol): 194.34
Highest occupied orbital energy (eV): -8.4
ΔE to the lowest compared entry with this formula, charge and spin (kJ/mol): 141.1
E (hartree): -866.09984
HOMO-LUMO gap (Ha): 0.2812

No. 2
A 6-piece molecular cluster, C4H20N2O7 overall in a non-equilibrium geometry, computed with wB97M-V/def2-TZVPD.

Geometry as XYZ:
```
33
Properties=species:S:1:pos:R:3:forces:R:3:lowdin_charge:R:1
C -0.3349 -1.7734 1.8844 1.58 0.07 -0.02 -0.06
O 0.9319 -3.0429 0.1455 1.14 -1.06 0.97 -0.08
H -0.9872 2.2505 -0.9746 -0.77 0.12 0.82 0.06
H -1.8652 0.1960 1.1741 -0.08 -0.15 0.11 0.11
H 2.6064 0.5786 -0.1825 0.10 -0.66 0.02 -0.01
C -0.3365 -2.7534 0.6829 0.35 1.40 -0.83 -0.24
H -3.7841 -0.2301 -0.9245 -3.19 -0.96 -0.43 -0.02
O 1.9473 2.4050 0.3816 -0.88 -1.13 -0.72 -0.10
H -0.6530 -3.7363 1.0029 -0.97 0.06 -0.04 0.12
H 1.7209 1.4873 0.7677 0.39 1.64 0.41 0.02
N -0.9549 0.5595 1.4169 0.48 1.06 -0.34 0.10
H 3.3315 1.3282 -1.2023 0.06 -0.23 -0.27 0.06
H -2.4825 0.0772 -1.7324 -0.55 -0.02 2.29 0.06
H 0.1671 2.4752 1.1721 -0.35 -1.19 -0.26 0.08
C 0.0647 -0.3162 1.5131 0.04 -1.16 0.22 -0.45
H 2.6184 2.8717 0.8518 0.69 0.01 0.83 0.04
H -2.4939 2.6587 -0.1350 1.34 -0.68 -0.11 0.08
H -1.2306 -1.5976 2.4291 -1.40 -0.76 0.01 0.09
O 3.1689 0.4101 -0.9454 0.36 0.15 -0.34 -0.06
C -0.8486 2.0505 1.1492 -0.37 0.57 -0.88 -0.21
O 1.2508 -0.0316 1.3586 0.52 0.64 -0.16 0.02
N -1.4729 2.5042 -0.1062 0.29 0.29 1.22 0.02
H -1.2505 2.5632 2.0275 -0.80 -0.21 -0.29 0.11
H -0.2310 0.0747 -1.5781 0.80 0.00 1.77 0.00
H -0.5211 -0.2685 -2.8757 -0.62 0.82 -0.21 0.08
O -2.9194 0.0221 -0.8066 3.04 0.66 -1.18 -0.08
O -0.8690 0.3611 -2.2070 0.08 -0.56 -2.26 -0.07
H 0.3318 -2.2944 2.6145 0.06 1.16 -0.42 0.13
H 1.2612 -2.0478 -2.3896 0.25 0.63 0.03 0.08
O 1.2599 -1.1842 -1.9379 0.17 -0.98 -0.43 -0.07
H 2.1776 -0.8444 -1.8675 -0.16 0.16 0.10 0.05
H -0.8597 -2.2546 -0.1347 -1.03 -0.57 0.11 0.11
H 1.2568 -2.4986 -0.5718 -0.56 0.88 0.30 0.03
```
Positions in Å, forces in eV/Å.

Results
Molecular weight (g/mol): 208.21
Highest occupied orbital energy (eV): -8.7
ΔE to the lowest compared entry with this formula, charge and spin (kJ/mol): 171.9
E (hartree): -800.57196
HOMO-LUMO gap (Ha): 0.3332

No. 3
C48H43N5P2Sc as an isolated structure in a non-equilibrium geometry, computed with wB97M-V/def2-TZVPD.

Geometry as XYZ:
```
99
Properties=species:S:1:pos:R:3:forces:R:3:lowdin_charge:R:1
H 6.0627 13.8516 9.9130 -0.55 0.14 -0.88 0.06
C 6.2480 16.2122 8.3296 1.63 -0.91 0.40 -0.12
C 4.8204 18.0047 9.0768 -1.02 0.42 0.10 -0.06
H 8.5242 16.8884 12.2750 0.47 0.30 -1.21 0.10
C 7.0388 11.6423 8.2015 -1.12 1.35 0.70 -0.12
H 3.7922 18.4931 9.0389 1.65 -0.59 0.11 0.14
C 15.1639 13.3316 18.6512 0.13 -1.01 1.80 0.06
C 8.6004 9.7833 12.8415 -0.91 -0.22 0.02 -0.13
C 12.0955 16.9062 10.6325 -0.28 -0.54 0.57 -0.08
H 6.4250 13.8316 16.2343 -0.60 -0.20 0.20 0.12
H 8.8369 8.6470 14.6706 -0.71 -0.10 -0.71 0.09
N 10.1801 12.2114 16.5421 -0.53 -0.21 0.09 -0.02
H 5.8105 19.4010 10.4850 -0.43 -0.43 -0.42 0.11
C 8.2417 16.6221 15.6347 -0.15 1.41 -0.10 0.00
H 13.0915 16.8053 10.2269 0.17 0.26 0.23 0.11
P 8.1216 11.4433 10.7026 0.38 0.62 0.43 1.03
N 13.4292 13.5027 16.9820 1.70 -1.65 -1.79 -0.04
H 6.5107 9.4365 5.6862 0.36 0.32 -0.05 0.11
C 6.9823 8.9830 11.2176 0.04 -2.70 0.47 -0.07
C 10.4716 17.7695 12.2153 -0.59 -0.47 0.60 -0.11
C 13.0844 14.5570 19.0763 0.65 -0.60 -0.02 -0.01
C 8.8527 12.5774 16.4362 0.26 -1.55 0.31 -0.17
C 13.5128 14.7772 20.3414 0.08 0.36 1.09 -0.03
C 11.7677 17.6777 11.7501 -0.12 0.75 -0.53 -0.09
C 9.5193 9.9983 17.1906 -1.80 0.03 0.73 0.00
H 6.5761 8.9793 10.2190 -0.31 0.37 0.01 0.11
C 5.8499 18.4751 9.8942 0.79 0.27 -0.44 -0.07
H 7.9364 18.2941 10.4237 -0.56 -0.35 -0.09 0.09
C 9.4529 16.9665 11.6649 0.69 0.99 1.92 -0.16
H 10.2032 18.4511 13.0363 0.37 -0.28 -0.28 0.11
H 5.5739 14.1125 11.5887 -0.03 -0.19 -0.71 0.12
C 6.9790 9.8971 6.5552 -0.69 0.73 0.39 -0.04
C 14.1098 11.3306 14.2124 -0.51 0.33 0.19 0.08
C 7.1386 15.8658 15.9590 -0.37 -1.09 0.26 0.04
H 8.4069 8.2684 6.8960 -0.43 0.05 0.04 0.12
H 7.3449 15.4792 11.8361 -0.24 -0.64 -0.08 0.06
H 7.3887 9.6092 17.3407 0.11 0.60 -0.13 0.15
H 8.1982 17.7283 15.6518 -0.10 -0.82 -0.41 0.15
C 7.7789 10.8541 9.0480 0.84 -1.11 -1.26 -0.41
C 7.5738 14.5948 11.2126 1.15 0.62 0.33 -0.40
C 7.8703 9.9353 11.6420 1.08 0.14 0.72 -0.44
C 7.8105 11.6613 16.7137 0.81 0.55 0.01 0.04
H 10.2464 16.5737 14.8652 0.19 0.05 0.15 0.12
N 9.6674 14.7292 15.6552 -1.34 -0.91 0.28 -0.02
C 9.4462 16.0111 15.3303 -0.12 0.00 0.53 -0.08
C 8.2860 8.7276 13.7057 0.27 0.37 -0.19 -0.10
H 14.9524 14.3324 21.8983 -0.03 0.07 -0.09 0.14
H 13.8190 10.1742 12.4454 -0.52 0.10 -0.01 0.15
N 12.9462 13.3974 14.3235 -1.01 -0.31 0.90 0.00
H 11.7791 13.8771 12.6659 -0.53 0.60 0.06 0.13
C 7.3061 7.7985 13.3046 0.30 1.01 -0.43 -0.08
C 12.3447 13.1042 13.1426 0.21 1.13 0.93 -0.09
H 12.1950 15.0381 18.7350 -0.62 0.19 -0.33 0.10
H 5.9085 11.8077 6.3852 -0.10 -0.16 0.02 0.11
C 7.2640 16.5816 9.2618 -1.38 0.81 -0.66 -0.39
C 13.7209 12.4512 14.9734 -0.73 0.19 -3.88 -0.36
N 14.1648 12.6921 16.2146 -0.75 1.07 3.31 0.14
H 6.5677 12.1448 12.4037 -0.01 0.03 -0.99 0.09
H 9.7161 8.9772 17.5622 0.28 0.75 -0.44 0.14
C 13.4621 11.0554 12.9780 1.06 0.00 1.17 0.06
H 11.7064 11.6218 11.7763 0.91 0.36 -0.28 0.14
C 7.2550 14.4668 16.0564 2.31 0.77 -0.12 0.07
C 7.9276 9.1604 7.2942 -0.43 0.59 -1.00 -0.08
C 8.3178 9.6404 8.5067 0.04 1.22 1.81 -0.12
H 9.0239 9.0899 9.1198 -0.03 -0.13 -0.07 0.11
C 6.3712 13.7301 10.9200 -0.63 0.11 1.82 -0.32
H 15.8036 12.8025 17.9488 -0.05 0.21 0.23 0.13
C 8.5573 13.9539 16.0439 0.32 1.08 -0.67 -0.16
C 5.0767 16.9038 8.2471 -0.34 0.96 0.46 -0.09
C 11.0954 16.1456 10.0759 -0.74 -0.97 -0.71 -0.09
C 6.7598 7.8271 12.0133 -0.30 1.06 0.65 -0.02
H 6.7305 12.6388 8.5726 0.15 -0.69 -0.50 0.08
C 12.4751 11.9210 12.5066 -0.31 -2.11 -0.44 0.00
P 8.4307 15.2971 9.6993 0.73 -1.05 -0.28 1.04
C 15.5020 13.4458 20.0251 1.17 0.22 -1.69 0.00
C 7.0984 17.8217 9.8926 -0.33 -0.09 0.45 -0.09
H 6.4323 15.3574 7.6503 -0.18 0.44 0.59 0.11
H 6.7750 11.9485 16.6491 -0.03 0.09 -0.07 0.13
C 9.7544 16.2365 10.5540 0.26 -1.44 -0.91 -0.39
H 5.6848 11.6988 10.9230 -0.68 -0.59 -0.22 0.08
H 11.3660 15.3678 9.3005 -0.64 1.27 0.62 0.12
H 6.8620 7.1895 14.0501 0.11 -1.15 0.36 0.09
C 6.5265 12.2464 11.2801 1.21 0.68 0.58 -0.32
Sc 11.5856 13.7526 15.9424 -0.77 -0.03 -0.66 1.39
C 14.6840 14.1855 20.8582 -0.43 0.03 -0.16 0.02
H 12.4846 18.3174 12.2024 0.73 0.39 0.25 0.10
H 8.3394 13.9786 11.7305 -0.17 0.45 -0.15 0.04
H 9.2977 10.5871 13.1124 -0.03 -0.43 -0.03 0.06
H 16.5079 13.1233 20.3656 -0.95 0.02 -0.23 0.15
H 12.9592 15.4514 20.9710 -0.18 0.03 0.22 0.13
C 10.4966 10.9327 16.9531 -0.16 -0.04 -0.41 -0.08
C 13.8803 13.7349 18.2501 0.54 0.74 -0.28 -0.26
H 4.3661 16.6009 7.5201 -0.68 -0.17 -0.44 0.10
H 14.8350 10.6749 14.6714 0.10 -0.23 -0.28 0.14
H 6.0504 7.0347 11.7304 0.39 0.57 -0.02 0.12
C 6.5444 11.1849 6.9993 1.10 -1.96 -0.96 -0.05
C 8.1273 10.3872 17.1107 1.96 -1.20 -0.09 0.04
H 11.5539 10.6279 17.0536 -0.56 0.57 -0.13 0.13
H 6.1603 16.2631 16.1952 0.11 0.47 -0.20 0.14
```
Positions in Å, forces in eV/Å.

Results
Charge: +3
Molecular weight (g/mol): 796.81
Highest occupied orbital energy (spin up / spin down) (eV): -13.3 / -13.2
ΔE to the lowest compared entry with this formula, charge and spin (kJ/mol): 218.8
E (hartree): -3571.12120
HOMO-LUMO gap (spin up / spin down) (Ha): 0.0721 / 0.0748

No. 4
A 4-piece molecular cluster, C19H23F24NO5PS overall in a non-equilibrium geometry, computed with wB97M-V/def2-TZVPD.

Geometry as XYZ:
```
74
Properties=species:S:1:pos:R:3:forces:R:3:lowdin_charge:R:1
C 3.9406 -3.0025 2.8889 0.14 0.43 0.60 -0.03
C -0.8074 -1.2182 3.0459 2.00 0.11 0.51 -0.50
F 4.3745 1.2531 -0.7581 0.19 -0.12 -0.07 0.12
F -1.8797 0.3370 -0.7866 -0.07 0.15 -0.26 0.04
F -0.2633 1.7472 -0.3925 0.05 -0.20 0.09 0.11
H -3.0756 7.8466 -4.0071 0.03 -0.03 0.02 0.17
C 2.5726 0.2371 -1.7910 0.48 -0.31 -0.41 -0.02
C 2.8705 0.5176 0.8090 0.71 1.42 -0.63 -0.30
C 4.7541 -6.4171 2.7433 0.10 -0.24 -0.10 -0.28
H -0.7171 -3.0939 2.1068 0.34 -0.72 0.30 0.10
H -4.3208 0.3104 -0.5186 -0.03 0.70 -0.21 -0.01
S -4.3297 -2.5359 0.3032 -0.09 -0.37 0.78 0.92
O -1.7514 4.3245 -2.5813 -0.20 0.36 0.53 0.03
F 1.8009 -4.8291 1.6570 0.23 0.06 0.00 0.11
H -1.1752 1.6420 -2.1551 -0.02 -0.10 -0.02 0.17
H 3.4450 -0.4057 0.9162 0.20 3.82 -0.79 0.08
H -2.3140 -2.7215 2.7691 -0.28 -0.08 0.31 0.13
F -0.4877 -0.6562 -2.9205 -0.12 -0.18 -0.04 0.14
F 5.1515 -5.4833 4.8097 -0.03 0.00 0.08 0.16
H -0.8426 -1.4903 0.4168 0.01 0.00 -0.14 0.09
H 4.5663 -2.1126 2.9156 0.05 0.05 -0.02 0.16
H -4.7994 -3.7964 0.2331 0.03 -0.08 -0.27 -0.01
H 1.1893 -2.9659 1.9807 0.17 0.20 0.12 0.13
F 0.3463 3.9263 -2.1382 0.19 -0.02 -0.06 0.14
C 3.0340 1.0953 -0.6006 -0.64 0.36 0.18 -0.43
C -0.7961 5.0416 -0.4771 0.01 0.00 0.25 -0.29
H -0.9384 4.0709 0.0032 0.03 0.02 -0.05 0.16
F 4.1115 -3.5311 0.5863 -0.10 0.10 0.02 0.15
C -3.3383 7.4592 -3.0185 -0.12 0.25 -0.05 -0.31
H 3.1983 -2.8709 3.6762 -0.19 -0.13 -0.11 0.15
C -1.4384 -2.3258 2.2772 -0.22 0.24 -0.74 -0.08
C 3.2941 -2.9632 1.4953 0.52 -1.63 0.10 -0.38
C -0.6265 4.8544 -1.9887 -0.05 -0.05 -0.52 -0.54
F -4.4545 8.0893 -2.5895 0.07 -0.05 0.00 0.10
H -2.3441 -0.8595 1.0372 -0.16 0.43 -0.12 0.10
F -2.3413 7.7292 -2.1519 0.01 -0.15 -0.01 0.10
C 4.4339 -5.2580 3.6921 -0.05 0.29 0.36 -0.54
H -1.8615 5.5053 -4.2955 0.05 0.22 0.14 0.15
O 1.2955 0.4992 -2.3651 -0.41 0.15 0.58 0.07
F 3.1809 -1.6404 1.1639 -0.52 -4.93 0.94 0.06
F 1.4693 -3.3861 0.0524 0.12 0.08 0.08 0.08
F 2.4710 2.3203 -0.6717 -0.09 0.08 -0.10 0.13
P -4.9623 -1.5047 -1.5178 -0.13 1.33 -1.00 0.57
H -6.3039 -1.8884 -1.6871 0.11 -0.49 0.12 0.00
H -2.3585 -2.4975 -1.0119 0.07 -0.13 -0.55 0.07
F 1.5694 0.2707 1.1035 -0.18 0.09 -0.26 0.08
H 5.8350 -6.5178 2.6277 -0.02 0.02 0.03 0.18
F 0.3830 -1.0277 -0.9664 0.24 0.15 -0.27 0.11
F 0.3189 5.6252 0.0109 -0.05 -0.02 -0.03 0.11
F -4.1307 5.5170 -1.9166 0.08 0.08 -0.02 0.13
F 3.1310 -5.2497 4.0502 0.13 0.05 -0.21 0.15
C -1.7686 -1.7584 0.8938 -0.35 -0.31 1.07 -0.25
F -4.6187 5.8366 -4.0218 -0.02 0.03 -0.18 0.10
C -0.8220 0.9920 -1.3519 -0.02 0.47 0.01 -0.25
H 3.2619 0.4906 -2.5930 0.00 0.07 -0.03 0.15
F 4.1959 -6.2162 1.5318 -0.11 0.07 0.02 0.10
H -4.2168 -2.1503 -2.5209 -0.19 -0.43 0.11 0.01
C -2.5239 -2.7341 0.0246 0.12 0.46 -0.14 -0.37
O -1.7244 -0.4131 3.5920 0.38 0.30 -0.07 0.14
H -2.2641 -3.7589 0.2301 -0.05 -0.46 -0.04 0.11
O 4.8444 -4.0464 3.1891 -0.28 -0.28 -0.64 0.06
C -2.5052 5.0238 -3.5603 0.16 -0.32 -0.53 -0.04
H 2.7152 -0.8253 -1.5963 -0.13 -0.02 0.21 0.14
F -0.2090 5.9784 -2.5957 -0.17 -0.11 0.13 0.16
H -1.2427 0.3503 3.9557 -0.13 -0.04 0.13 0.15
C 1.8794 -3.5197 1.3475 -0.42 -0.13 -0.02 -0.29
F 4.2448 -7.5542 3.2655 0.02 0.09 -0.03 0.11
F -1.8536 5.8279 -0.2024 0.00 0.07 -0.09 0.11
N -4.7045 0.0019 -1.4025 0.11 -0.76 0.62 -0.27
C -3.6304 5.9589 -3.0920 0.07 -0.29 0.44 -0.44
O 0.4058 -1.0433 3.1172 -2.09 -0.28 0.06 0.10
F 3.3291 1.4204 1.7014 -0.06 0.47 0.24 0.11
H -3.0244 4.2282 -4.0904 -0.07 -0.02 0.01 0.15
C 0.1528 -0.0596 -1.8855 0.64 0.20 -0.37 -0.53
```
Positions in Å, forces in eV/Å.

Results
Charge: +1
Molecular weight (g/mol): 864.39
Highest occupied orbital energy (eV): -13.4
E (hartree): -4304.72541
HOMO-LUMO gap (Ha): 0.3394